Below is 5 unconnected molecules or ions with the total composition C31H71I3O20P4S in a non-equilibrium geometry, with properties calculated with ωB97M-V with the def2-TZVPD basis set.

The calculation puts the energy above the lowest of the compared OMol25 structures with the same formula, charge and spin at 112.8 kcal/mol. The HOMO energy is -8.9 eV. The value obtained for the molecular weight is 1300.6 Da. Its lowest unoccupied orbital energy is -3.1 eV. Its HOMO-LUMO gap is 5.86 eV.

Geometry (Å):
C: 12.21 -2.16 2.96
O: 11.03 -1.36 2.74
C: 11.04 -0.80 1.41
C: 9.55 -0.44 1.02
C: 9.31 1.14 0.82
C: 8.32 1.72 1.92
C: 6.99 2.32 1.27
C: 5.80 1.34 1.60
C: 5.34 1.41 3.14
C: 3.83 1.88 3.17
C: 2.77 0.68 3.20
C: 1.32 1.29 2.93
C: 0.54 0.53 1.74
C: -0.75 -0.23 2.25
C: -1.54 -1.04 1.09
I: -0.48 -2.79 0.37
C: -2.05 0.01 0.04
C: -1.52 -0.02 -1.43
C: 0.03 0.10 -1.64
I: -2.44 -1.58 -2.69
C: -2.86 -1.61 1.83
C: -2.64 -2.10 3.32
I: -3.40 -0.55 4.71
O: -1.35 -2.59 3.66
S: -0.15 -1.43 3.53
O: -0.01 -0.80 4.89
O: 1.19 -2.01 3.20
H: 12.81 -1.79 3.84
H: 12.92 -2.13 2.08
H: 11.95 -3.24 3.13
H: 11.71 0.11 1.35
H: 11.40 -1.59 0.68
H: 8.88 -0.84 1.84
H: 9.29 -0.96 0.06
H: 8.87 1.26 -0.21
H: 10.30 1.68 0.90
H: 8.09 0.94 2.69
H: 8.85 2.58 2.42
H: 7.11 2.40 0.15
H: 6.81 3.34 1.71
H: 4.96 1.60 0.89
H: 6.05 0.25 1.41
H: 5.45 0.42 3.66
H: 5.93 2.22 3.65
H: 3.61 2.50 2.24
H: 3.57 2.55 4.04
H: 3.05 -0.05 2.38
H: 2.88 0.21 4.21
H: 0.69 1.38 3.86
H: 1.50 2.35 2.59
H: 1.25 -0.10 1.15
H: 0.18 1.37 1.06
H: -1.47 0.53 2.64
H: -3.18 -0.05 -0.02
H: -1.85 1.05 0.45
H: -1.94 0.92 -1.92
H: 0.59 -0.88 -1.63
H: 0.17 0.50 -2.69
H: 0.55 0.83 -0.97
H: -3.67 -0.83 1.87
H: -3.21 -2.50 1.23
H: -3.35 -2.96 3.49
C: 1.94 2.87 -4.86
O: 2.52 3.22 -3.60
P: 4.09 2.58 -3.31
O: 4.00 2.97 -1.84
O: 4.80 3.77 -4.19
C: 4.51 5.12 -3.87
O: 5.61 1.85 -3.08
C: 5.54 0.55 -2.49
H: 1.00 3.40 -4.97
H: 2.60 3.16 -5.69
H: 1.76 1.79 -4.90
H: 4.11 5.24 -2.87
H: 3.79 5.51 -4.60
H: 5.44 5.69 -3.96
H: 4.86 -0.09 -3.05
H: 5.22 0.63 -1.45
H: 6.54 0.10 -2.51
C: -4.06 6.65 -2.96
O: -3.78 5.25 -2.95
P: -4.29 4.40 -1.55
O: -3.48 3.19 -1.97
O: -5.83 4.29 -2.10
C: -6.06 3.73 -3.39
O: -4.76 3.64 -0.10
C: -3.76 3.65 0.92
H: -3.77 7.06 -3.92
H: -5.13 6.83 -2.81
H: -3.49 7.15 -2.17
H: -5.22 3.13 -3.74
H: -6.24 4.54 -4.10
H: -6.95 3.10 -3.34
H: -3.39 4.66 1.09
H: -2.93 2.99 0.65
H: -4.21 3.28 1.85
C: -11.24 0.97 -2.83
O: -10.29 -0.09 -2.72
P: -9.17 0.07 -1.42
O: -8.26 -1.04 -1.92
O: -10.26 -0.49 -0.34
C: -10.84 -1.77 -0.54
O: -8.16 0.54 -0.12
C: -7.03 1.33 -0.50
H: -11.94 0.72 -3.63
H: -11.79 1.10 -1.90
H: -10.73 1.90 -3.09
H: -10.25 -2.39 -1.21
H: -11.85 -1.65 -0.95
H: -10.92 -2.26 0.43
H: -7.35 2.18 -1.11
H: -6.32 0.73 -1.06
H: -6.55 1.70 0.40
C: -2.42 -5.70 -0.67
O: -2.10 -7.10 -0.67
P: -2.57 -7.95 0.73
O: -1.76 -9.19 0.39
O: -4.11 -8.08 0.21
C: -4.37 -8.70 -1.04
O: -3.07 -8.51 2.27
C: -2.08 -8.41 3.29
H: -2.15 -5.28 -1.64
H: -3.49 -5.55 -0.51
H: -1.85 -5.18 0.10
H: -3.54 -9.33 -1.36
H: -4.56 -7.93 -1.79
H: -5.26 -9.31 -0.94
H: -1.67 -7.40 3.34
H: -1.28 -9.13 3.11
H: -2.55 -8.64 4.25

=====

Below is a molecular structure, C5H9ClS in a non-equilibrium geometry, with properties calculated with ωB97M-V with the def2-TZVPD basis set.

The calculation puts the energy above the lowest of the compared OMol25 structures with the same formula, charge and spin at 84.3 kcal/mol. The HOMO energy is -8.2 eV. The value obtained for the molecular weight is 136.6 Da. Its lowest unoccupied orbital energy is 0.0 eV. Its HOMO-LUMO gap is 8.20 eV.

Geometry (Å):
C: -2.59 -1.33 -0.40
C: 0.04 -0.63 1.38
C: 0.73 -0.83 -1.06
C: -0.77 1.00 -0.18
C: -0.07 -0.05 -0.01
S: -3.71 -0.35 -1.05
Cl: -2.21 -2.67 -1.30
H: -0.15 0.06 2.17
H: 1.10 -0.90 1.44
H: -0.47 -1.53 1.51
H: 0.75 -1.80 -0.64
H: 1.74 -0.53 -1.10
H: 0.49 -0.70 -2.19
H: -0.96 1.46 -1.14
H: -3.63 0.48 -0.10
H: -1.29 1.42 0.68

=====

Below is a molecular structure, C9H13INS in a non-equilibrium geometry, with properties calculated with ωB97M-V with the def2-TZVPD basis set.

The total charge is +1. The calculation puts the energy above the lowest of the compared OMol25 structures with the same formula, charge and spin at 27.7 kcal/mol. The HOMO energy (alpha / beta) is -12.0 / -12.0 eV. The value obtained for the molecular weight is 294.2 Da. Its lowest unoccupied orbital energy (alpha / beta) is -5.5 / -5.5 eV. Its HOMO-LUMO gap (alpha / beta) is 6.56 / 6.57 eV.

Geometry (Å):
C: 1.30 0.77 -0.07
C: 2.46 0.32 -0.59
C: 3.72 -0.26 -0.60
C: 1.42 1.89 0.87
C: 1.93 1.97 2.24
C: -0.22 -2.26 0.19
C: 2.76 -1.13 -2.86
C: 0.09 0.13 -0.81
C: -0.74 -0.81 0.13
N: 2.89 -0.92 -1.44
S: 0.72 3.09 0.09
I: 5.55 -0.05 0.24
H: 1.04 1.83 3.03
H: 2.24 3.04 2.47
H: 2.50 1.11 2.58
H: -0.89 -2.83 0.90
H: 0.84 -2.47 0.52
H: -0.24 -2.74 -0.70
H: 3.04 -0.20 -3.39
H: 1.75 -1.37 -3.06
H: 3.44 -1.83 -3.24
H: 0.47 -0.44 -1.69
H: -0.62 0.90 -1.08
H: -1.78 -0.85 -0.34
H: -0.76 -0.28 1.16

=====

Below is a molecular structure, C29H39AgBCl2N7O2S2, with properties calculated with ωB97M-V with the def2-TZVPD basis set.

The total charge is -2. The calculation puts the energy above the lowest of the compared OMol25 structures with the same formula, charge and spin at 5.5 kcal/mol. The HOMO energy is -2.6 eV. The value obtained for the molecular weight is 771.4 Da. Its lowest unoccupied orbital energy is 4.2 eV. Its HOMO-LUMO gap is 6.74 eV.

Geometry (Å):
Ag: -0.12 -0.85 0.94
C: 2.82 -3.09 2.03
C: 3.52 -2.14 2.99
C: 2.90 -2.24 4.39
C: 3.49 -0.72 2.50
C: 4.26 0.38 2.95
C: 3.82 1.43 2.18
N: 2.86 0.98 1.36
N: 2.65 -0.33 1.55
B: 2.01 1.85 0.41
N: 1.60 1.07 -0.86
C: 1.93 1.42 -2.11
C: 1.37 0.53 -3.00
C: 0.68 -0.38 -2.18
N: 0.82 -0.04 -0.90
C: -0.03 -1.61 -2.67
C: -1.32 -1.96 -1.94
C: 0.92 -2.81 -2.68
N: 0.79 2.43 1.15
C: 0.32 3.69 1.07
C: -0.85 3.75 1.79
C: -1.03 2.44 2.27
N: -0.03 1.66 1.89
C: -2.14 1.87 3.10
C: -3.51 2.36 2.61
C: -1.95 2.17 4.59
H: 2.91 -4.12 2.39
H: 1.76 -2.84 1.94
H: 3.25 -3.03 1.03
H: 4.58 -2.43 3.07
H: 1.84 -1.99 4.34
H: 2.99 -3.26 4.78
H: 3.38 -1.56 5.09
H: 5.03 0.38 3.70
H: 4.11 2.47 2.16
H: 2.69 2.79 0.03
H: 2.55 2.29 -2.28
H: 1.44 0.52 -4.07
H: -0.29 -1.39 -3.71
H: -1.11 -2.32 -0.93
H: -1.98 -1.10 -1.84
H: -1.85 -2.75 -2.48
H: 1.21 -3.05 -1.65
H: 0.44 -3.68 -3.11
H: 1.83 -2.59 -3.24
H: 0.84 4.44 0.49
H: -1.50 4.60 1.91
H: -2.09 0.78 2.96
H: -3.60 3.44 2.73
H: -3.65 2.12 1.56
H: -4.31 1.89 3.19
H: -1.97 3.25 4.76
H: -2.73 1.71 5.19
H: -0.98 1.80 4.93
Cl: -0.46 -2.40 -8.30
C: -0.59 -1.15 -7.01
Cl: -2.10 -1.41 -6.09
C: -0.47 0.28 -7.64
O: -1.50 0.76 -8.14
O: 0.68 0.74 -7.51
H: 0.23 -1.34 -6.33
C: -2.26 -3.30 4.70
C: -2.45 -3.76 3.40
C: -1.87 -3.08 2.33
C: -1.08 -1.93 2.48
C: -0.91 -1.51 3.81
C: -1.48 -2.16 4.90
H: -2.70 -3.82 5.54
H: -3.05 -4.64 3.22
H: -2.05 -3.48 1.33
H: -0.32 -0.62 4.00
H: -1.32 -1.79 5.90
S: -2.17 1.80 -1.22
C: -1.83 2.24 -2.77
N: -1.94 1.49 -3.88
C: -1.31 1.97 -5.09
C: -1.33 3.48 -4.98
S: -1.16 3.81 -3.20
H: -2.21 0.52 -3.78
H: -1.84 1.62 -5.98
H: -0.28 1.61 -5.16
H: -2.27 3.90 -5.35
H: -0.50 3.93 -5.53